No. 1
DFT (ωB97M-V/def2-TZVPD) results for a 2-piece molecular cluster, CH5INOP overall.

Values from the calculation:
HOMO energy   -9.1 eV
Frontier orbital gap   9.14 eV
Relative energy (zero: lowest compared OMol25 entry of this formula, charge and spin)   122.26 kJ/mol

Structure (ORCA input):
```
! RIJCOSX wB97M-V def2-TZVPD def2/J DEFGRID3
* xyz 0 1
C 0.337 0.027 2.459
N -0.183 0.059 1.284
O -0.658 1.043 0.675
H 0.693 -0.904 2.856
H 0.405 0.935 3.031
H -0.209 -0.842 0.769
P -0.722 0.107 -2.463
I 1.097 -1.415 -2.040
H 0.079 1.208 -2.754
H -0.840 -0.218 -3.816
*
```

Löwdin population analysis, charges in e, atoms 1 to 6: 0.0457, -0.2582, -0.1487, 0.0721, 0.0838, 0.1051

***

No. 2
DFT (ωB97M-V/def2-TZVPD) results for a 3-piece molecular cluster, C4H14N3O4 overall at a distorted geometry.

Values from the calculation:
HOMO energy   -12.8 eV
Frontier orbital gap   9.90 eV
Relative energy (zero: lowest compared OMol25 entry of this formula, charge and spin)   116.26 kJ/mol

Structure (ORCA input):
```
! RIJCOSX wB97M-V def2-TZVPD def2/J DEFGRID3
* xyz 1 1
C -3.198 -0.689 0.037
C -0.076 2.570 0.903
C 2.418 -0.006 -1.156
C -1.436 0.529 0.655
N -1.868 -0.539 0.307
N -0.970 1.507 1.167
N 2.428 -1.211 -0.212
O -3.684 -1.951 0.434
O 0.723 2.146 -0.110
O 3.158 1.016 -0.597
O 0.057 -2.137 0.431
H -3.810 0.030 0.486
H -3.258 -0.689 -1.095
H -0.808 3.454 0.568
H 0.470 2.862 1.803
H 1.415 0.315 -1.414
H 2.955 -0.358 -2.079
H -0.833 -1.841 0.239
H 0.029 -3.143 0.082
H 2.947 -0.950 0.572
H 2.842 -2.033 -0.604
H -4.600 -1.834 0.295
H 1.119 2.894 -0.498
H 2.549 1.595 -0.139
H 1.432 -1.536 -0.073
*
```

Löwdin population analysis, charges in e, atoms 1 to 6: -0.3034, -0.2704, -0.2002, -0.1527, 0.0688, 0.1646

***

No. 3
DFT (ωB97M-V/def2-TZVPD) results for C2H2LiO2Pt as an isolated structure at a distorted geometry.

Values from the calculation:
HOMO energy (alpha / beta)   -11.8 / -13.8 eV
Frontier orbital gap (alpha / beta)   6.79 / 7.51 eV

Structure (ORCA input):
```
! RIJCOSX wB97M-V def2-TZVPD def2/J DEFGRID3
* xyz 1 3
H -2.868 -0.988 1.021
O 0.999 0.806 1.682
C 0.204 0.192 0.991
C 0.449 -0.152 -0.445
O 0.613 0.706 -1.308
Li 1.521 0.932 -2.900
Pt -1.594 -0.275 1.608
H 0.676 -1.221 -0.648
*
```

Löwdin population analysis, charges in e, atoms 1 to 6: -0.1430, 0.0599, -0.4995, -0.1952, -0.0688, 0.8945

***

No. 4
DFT (ωB97M-V/def2-TZVPD) results for a 15-piece molecular cluster, C27H88N4O15 overall at a distorted geometry.

Values from the calculation:
HOMO energy   -9.2 eV
Frontier orbital gap   9.51 eV

Structure (ORCA input):
```
! RIJCOSX wB97M-V def2-TZVPD def2/J DEFGRID3
* xyz 0 1
C 14.460 -0.541 24.615
C 14.429 -0.464 26.133
C 13.359 -1.421 26.712
O 12.056 -0.830 26.497
C 11.053 -1.786 26.447
N 15.803 -0.700 26.673
H 13.393 -0.560 24.242
H 14.909 -1.464 24.270
H 14.814 0.407 24.173
H 14.023 0.557 26.381
H 13.556 -1.565 27.802
H 13.385 -2.467 26.398
H 10.099 -1.191 26.546
H 11.017 -2.406 27.329
H 11.156 -2.365 25.530
H 16.081 -0.169 27.536
H 16.503 -0.399 25.956
C 7.307 -8.524 23.096
C 6.077 -8.100 22.239
C 5.499 -6.825 22.808
O 5.039 -6.940 24.128
C 4.675 -5.718 24.712
N 6.533 -8.074 20.866
H 7.925 -9.269 22.500
H 7.021 -8.918 24.032
H 8.009 -7.697 23.212
H 5.355 -8.961 22.248
H 4.603 -6.569 22.161
H 6.279 -6.017 22.732
H 5.636 -5.246 25.122
H 4.061 -6.043 25.569
H 4.154 -5.040 24.011
H 5.709 -8.083 20.321
H 7.146 -8.817 20.599
C 6.648 -1.214 24.380
C 6.067 -2.119 23.261
C 5.113 -1.263 22.400
O 5.052 -1.686 21.097
C 3.690 -1.750 20.575
N 7.259 -2.472 22.427
H 7.263 -0.435 23.902
H 7.266 -1.843 25.069
H 5.838 -0.651 24.895
H 5.597 -3.063 23.570
H 5.459 -0.266 22.488
H 4.117 -1.302 22.845
H 3.064 -2.449 21.147
H 3.888 -2.081 19.583
H 3.110 -0.798 20.550
H 7.232 -3.384 21.965
H 8.025 -2.501 23.127
C 12.222 -4.896 24.059
C 11.114 -5.865 23.629
C 9.894 -5.126 23.100
O 9.504 -4.120 24.105
C 8.770 -4.627 25.212
N 11.362 -6.926 22.575
H 12.566 -4.316 23.247
H 13.023 -5.438 24.527
H 11.878 -4.293 24.924
H 10.825 -6.448 24.552
H 9.077 -5.773 22.866
H 10.200 -4.579 22.260
H 9.098 -5.617 25.498
H 7.707 -4.788 24.995
H 8.816 -3.980 26.068
H 12.097 -7.547 22.974
H 11.842 -6.367 21.837
C 7.173 0.437 17.314
O 6.429 0.589 18.556
H 6.496 0.453 16.470
H 7.875 1.293 17.257
H 7.768 -0.493 17.492
H 6.687 -0.087 19.183
C 1.989 -5.190 21.752
O 1.903 -6.373 22.466
H 1.129 -4.632 21.876
H 2.816 -4.599 22.125
H 2.120 -5.262 20.689
H 2.632 -6.976 22.199
C 10.661 2.658 26.138
O 10.593 1.689 27.242
H 9.654 2.803 25.725
H 10.958 3.619 26.511
H 11.387 2.454 25.317
H 11.220 0.983 27.078
C 9.393 -1.176 20.205
O 7.973 -1.089 20.224
H 9.668 -1.259 21.214
H 9.732 -2.102 19.718
H 9.800 -0.330 19.677
H 7.620 -1.537 21.027
C 4.006 2.659 19.478
O 4.143 2.217 18.147
H 3.197 2.238 20.038
H 4.906 2.369 20.067
H 3.897 3.737 19.475
H 4.931 1.622 18.200
C 4.138 2.508 23.756
O 3.169 2.170 24.736
H 3.519 2.610 22.870
H 4.702 3.395 23.992
H 4.667 1.542 23.565
H 3.623 1.756 25.450
C 4.482 0.574 28.110
O 4.183 0.440 26.709
H 5.554 0.488 28.293
H 4.270 1.606 28.404
H 3.830 0.020 28.756
H 3.873 -0.450 26.453
C 7.390 2.752 21.289
O 6.628 1.592 21.538
H 6.629 3.592 21.351
H 8.069 2.863 22.107
H 7.737 2.677 20.277
H 7.131 0.847 21.222
C 1.472 -1.540 25.450
O 2.828 -1.565 25.676
H 1.182 -2.295 24.763
H 0.838 -1.482 26.338
H 1.222 -0.588 24.995
H 3.083 -2.483 25.835
C 5.951 -4.764 19.430
O 5.047 -4.700 20.564
H 5.687 -5.675 18.895
H 5.671 -3.929 18.703
H 7.019 -4.643 19.737
H 4.981 -3.828 20.912
C 0.967 2.235 27.567
O 0.556 1.712 26.292
H 1.349 3.251 27.609
H 0.102 2.197 28.297
H 1.637 1.515 28.065
H 1.101 2.175 25.675
*
```

Löwdin population analysis, charges in e, atoms 1 to 6: -0.0794, -0.4293, -0.1783, -0.2279, -0.1243, 0.0128

***

No. 5
DFT (ωB97M-V/def2-TZVPD) results for C48H44AsN5O7PdSSi as an isolated structure at a distorted geometry.

Values from the calculation:
HOMO energy (alpha / beta)   -7.1 / -7.5 eV
Frontier orbital gap (alpha / beta)   6.32 / 6.55 eV
Relative energy (zero: lowest compared OMol25 entry of this formula, charge and spin)   199.02 kJ/mol

Structure (ORCA input):
```
! RIJCOSX wB97M-V def2-TZVPD def2/J DEFGRID3
* xyz 0 3
Pd -0.336 0.463 0.128
C -2.364 0.306 0.067
Si -2.475 -1.289 1.052
C -1.336 -1.398 2.625
N 0.007 -0.819 2.510
C 0.388 -0.124 3.740
C 0.812 -1.096 4.846
C 2.036 -1.917 4.400
C 2.309 -1.713 2.911
C 1.007 -1.837 2.134
C -2.467 -2.749 -0.151
C -1.744 -4.004 0.205
C -1.933 -5.125 -0.755
C -2.586 -4.958 -1.931
C -3.164 -3.722 -2.268
C -3.112 -2.667 -1.358
C -4.243 -1.159 1.762
C -5.198 -2.147 1.574
C -6.506 -1.966 1.988
C -6.886 -0.782 2.593
C -5.943 0.210 2.798
C -4.637 0.017 2.392
H -2.890 1.142 0.527
H -2.684 0.221 -0.969
H -1.288 -2.444 2.960
H -1.878 -0.856 3.404
H -0.459 0.486 4.071
H 1.210 0.566 3.516
H -0.034 -1.754 5.060
H 1.028 -0.545 5.763
H 1.842 -2.977 4.573
H 2.917 -1.643 4.984
H 3.004 -2.469 2.545
H 2.754 -0.728 2.720
H 0.604 -2.842 2.312
H 1.216 -1.762 1.057
H -2.044 -4.321 1.218
H -1.460 -6.062 -0.506
H -2.675 -5.788 -2.615
H -3.653 -3.595 -3.221
H -3.621 -1.749 -1.615
H -4.905 -3.061 1.081
H -7.234 -2.747 1.827
H -7.911 -0.629 2.898
H -6.235 1.139 3.263
H -3.908 0.799 2.553
C 6.907 0.754 -0.734
C 6.012 0.916 -1.777
C 4.648 0.922 -1.533
C 4.167 0.780 -0.239
C 5.075 0.598 0.799
C 6.436 0.584 0.557
As 2.232 0.884 0.254
C 1.631 1.716 -1.397
C 1.399 1.087 -2.612
C 1.053 1.833 -3.729
C 0.934 3.210 -3.631
C 1.181 3.851 -2.431
C 1.549 3.117 -1.309
C 1.971 3.674 -0.029
C 1.980 5.023 0.306
C 2.458 5.422 1.541
C 2.901 4.485 2.460
C 2.866 3.135 2.148
C 2.415 2.724 0.906
H 7.968 0.748 -0.929
H 6.374 1.031 -2.788
H 3.960 1.044 -2.360
H 4.700 0.471 1.810
H 7.130 0.430 1.372
H 1.530 0.014 -2.699
H 0.864 1.344 -4.674
H 0.678 3.790 -4.507
H 1.100 4.927 -2.366
H 1.616 5.764 -0.394
H 2.489 6.475 1.783
H 3.270 4.807 3.422
H 3.193 2.401 2.874
O 0.717 -3.756 -6.469
N 0.867 -4.304 -5.393
O 1.382 -5.396 -5.247
C 0.432 -3.613 -4.224
C -0.263 -2.416 -4.331
C -0.531 -1.664 -3.194
C -0.099 -2.087 -1.887
O -0.030 -1.378 -0.861
C 0.348 -3.477 -1.827
C 0.704 -4.166 -2.977
N 0.525 -4.079 -0.617
O -0.313 -3.735 0.426
O 1.269 -5.057 -0.425
N -1.251 -0.469 -3.363
O -1.171 0.421 -2.511
O -1.956 -0.356 -4.358
H -0.575 -2.052 -5.298
H 1.149 -5.145 -2.903
S -0.624 2.260 1.492
C -1.068 3.506 0.454
N -1.050 4.774 0.958
C -1.393 5.864 0.239
C -1.819 5.730 -1.047
C -1.887 4.437 -1.610
C -1.493 3.348 -0.888
H -0.731 4.875 1.915
H -1.320 6.814 0.743
H -2.090 6.596 -1.624
H -2.244 4.314 -2.619
H -1.496 2.346 -1.316
*
```

Löwdin population analysis, charges in e, atoms 1 to 6: 0.5044, -0.2884, 0.6889, -0.2087, -0.2369, -0.2367

***

No. 6
DFT (ωB97M-V/def2-TZVPD) results for C2H7N in the gas phase at a distorted geometry.

Values from the calculation:
HOMO energy   -8.8 eV
Frontier orbital gap   10.05 eV
Relative energy (zero: lowest compared OMol25 entry of this formula, charge and spin)   84.47 kJ/mol

Structure (ORCA input):
```
! RIJCOSX wB97M-V def2-TZVPD def2/J DEFGRID3
* xyz 0 1
C 0.745 0.949 -0.264
C 0.349 -0.559 0.226
N -1.087 -0.574 0.051
H 1.770 1.402 -0.154
H 0.605 0.938 -1.346
H 0.135 1.868 0.136
H 0.954 -1.365 -0.326
H 0.549 -0.684 1.292
H -1.621 -0.576 0.952
H -1.349 0.091 -0.681
*
```

Löwdin population analysis, charges in e, atoms 1 to 6: -0.1313, -0.3196, -0.0706, 0.0539, 0.0402, 0.0905

***

No. 7
DFT (ωB97M-V/def2-TZVPD) results for a 5-piece molecular cluster, C38H60FO9 overall.

Values from the calculation:
HOMO energy   -1.9 eV
Frontier orbital gap   3.83 eV

Structure (ORCA input):
```
! RIJCOSX wB97M-V def2-TZVPD def2/J DEFGRID3
* xyz -1 1
C 5.802 -4.771 3.363
O 6.234 -3.678 2.594
C 5.602 -2.464 2.979
C 5.736 -1.431 1.870
C 7.013 -0.580 1.967
C 6.845 0.781 2.645
C 5.782 1.686 2.036
C 5.647 3.035 2.742
C 4.448 3.827 2.222
C 3.125 3.302 2.780
C 1.900 4.111 2.360
C 0.602 3.282 2.376
C 0.602 1.908 1.719
C -0.623 1.113 2.201
C -0.331 -0.142 2.990
C 0.388 -0.121 4.182
C 0.658 -1.295 4.877
C 0.235 -2.536 4.400
C 0.531 -3.808 5.155
C -0.474 -2.560 3.202
C -0.758 -1.384 2.522
C 0.512 2.063 0.238
C 1.714 2.691 -0.466
F 0.320 0.778 -0.401
H 6.393 -5.637 3.066
H 4.740 -4.982 3.190
H 5.957 -4.598 4.436
H 4.545 -2.660 3.195
H 6.084 -2.093 3.896
H 4.842 -0.807 1.888
H 5.719 -1.967 0.919
H 7.755 -1.159 2.530
H 7.448 -0.436 0.972
H 6.623 0.636 3.710
H 7.807 1.309 2.609
H 4.808 1.192 2.053
H 6.013 1.870 0.978
H 6.571 3.606 2.582
H 5.548 2.871 3.821
H 4.547 4.894 2.452
H 4.420 3.730 1.129
H 3.204 3.289 3.877
H 2.956 2.266 2.472
H 1.788 4.953 3.056
H 2.070 4.540 1.368
H -0.207 3.926 1.939
H 0.327 3.146 3.428
H -1.236 0.811 1.346
H -1.279 1.749 2.820
H 0.760 0.832 4.547
H 1.227 -1.242 5.801
H -0.337 -4.136 5.731
H 0.803 -4.610 4.464
H 1.369 -3.660 5.838
H -0.806 -3.506 2.785
H -1.308 -1.388 1.589
H -0.406 2.632 -0.081
H 1.599 3.773 -0.552
H 1.806 2.265 -1.468
H 2.625 2.459 0.096
O -2.960 -3.919 -0.045
C -3.502 -2.893 -0.346
O -3.372 -1.767 0.383
C -4.190 -0.706 -0.144
C -4.367 -1.078 -1.608
C -4.348 -2.604 -1.573
H -5.135 -0.672 0.406
H -3.688 0.244 -0.035
H -5.260 -0.649 -2.061
H -3.499 -0.715 -2.165
H -5.344 -3.027 -1.431
H -3.897 -3.025 -2.461
O -3.323 2.267 0.782
C -3.475 2.846 -0.247
O -3.887 2.216 -1.389
C -3.914 3.142 -2.485
C -4.012 4.525 -1.848
C -3.257 4.316 -0.537
H -2.991 3.017 -3.055
H -4.759 2.893 -3.124
H -3.603 5.308 -2.482
H -5.057 4.765 -1.641
H -2.182 4.474 -0.636
H -3.625 4.914 0.292
O -2.361 0.493 -5.860
C -1.520 -0.028 -5.178
O -0.949 0.592 -4.131
C 0.086 -0.237 -3.551
C -0.243 -1.657 -4.005
C -0.905 -1.402 -5.363
H 1.044 0.104 -3.950
H 0.077 -0.087 -2.474
H 0.636 -2.296 -4.044
H -0.961 -2.113 -3.322
H -0.178 -1.336 -6.175
H -1.666 -2.137 -5.612
O -4.439 -3.686 -4.502
C -5.360 -3.239 -5.117
O -6.617 -3.187 -4.617
C -7.533 -2.705 -5.617
C -6.673 -1.926 -6.609
C -5.349 -2.683 -6.524
H -8.018 -3.569 -6.078
H -8.286 -2.101 -5.118
H -7.104 -1.878 -7.606
H -6.534 -0.906 -6.250
H -5.305 -3.524 -7.218
H -4.483 -2.042 -6.669
*
```

Löwdin population analysis, charges in e, atoms 1 to 6: -0.1315, -0.1974, -0.2379, -0.1629, -0.2096, -0.2227

***

No. 8
DFT (ωB97M-V/def2-TZVPD) results for C14H38N2O7Ti as an isolated structure at a distorted geometry.

Values from the calculation:
HOMO energy (alpha / beta)   -6.7 / -12.2 eV
Frontier orbital gap (alpha / beta)   4.86 / 10.30 eV
Relative energy (zero: lowest compared OMol25 entry of this formula, charge and spin)   127.12 kJ/mol

Structure (ORCA input):
```
! RIJCOSX wB97M-V def2-TZVPD def2/J DEFGRID3
* xyz 1 4
Ti -0.970 0.711 0.694
C 3.284 -0.408 -3.464
O 2.166 -0.136 -2.692
C 1.149 -1.001 -3.083
C -0.186 -0.760 -2.326
N -0.044 -0.986 -0.879
C 0.026 -2.438 -0.604
C 0.362 -2.629 0.893
O 1.751 -2.341 1.091
C 2.733 -3.301 0.667
H 3.677 -1.402 -3.254
H 4.053 0.288 -3.129
H 3.194 -0.350 -4.549
H 1.443 -2.048 -3.006
H 0.904 -0.875 -4.137
H -0.825 -1.496 -2.814
H -0.497 0.256 -2.569
H 0.827 -0.532 -0.645
H 0.654 -3.027 -1.272
H -1.005 -2.752 -0.766
H 0.142 -3.609 1.317
H -0.305 -2.064 1.544
H 3.101 -3.192 -0.353
H 2.344 -4.317 0.741
H 3.606 -3.208 1.313
C -0.552 3.987 0.398
O -1.121 2.897 -0.330
C -2.437 3.165 -0.813
C -3.059 1.898 -1.454
N -3.125 0.776 -0.518
C -4.041 1.003 0.558
C -3.956 -0.180 1.597
O -2.688 0.040 2.290
C -2.517 -0.933 3.307
H 0.527 3.846 0.456
H -0.969 4.033 1.404
H -0.553 4.961 -0.091
H -2.451 3.994 -1.520
H -3.081 3.505 -0.002
H -2.344 1.514 -2.183
H -3.985 2.049 -2.008
H -3.434 0.001 -1.086
H -5.025 1.092 0.097
H -4.019 1.957 1.085
H -3.941 -1.216 1.259
H -4.770 -0.135 2.321
H -2.307 -1.905 2.859
H -3.427 -1.053 3.894
H -1.747 -0.559 3.982
C 3.712 0.205 1.075
C 2.880 1.350 0.565
O 1.834 0.922 -0.255
O 3.002 -0.483 2.012
H 4.652 0.400 1.592
H 4.061 -0.435 0.264
H 3.590 1.960 0.005
H 2.474 1.983 1.353
H 2.227 0.787 -1.121
H 2.573 -1.208 1.552
O 0.461 0.536 2.755
H 1.156 -0.026 2.413
H 0.816 0.886 3.572
*
```

Löwdin population analysis, charges in e, atoms 1 to 6: 0.6850, -0.1039, -0.1925, -0.2231, -0.1555, -0.1047

***

Molecular weight (computed, g/mol): 204.9; 168.2; 260.1; 709.0; 1044.4; 45.1; 679.9; 394.3